Entry 1:
Density functional theory data (ωB97M-V/def2-TZVPD) for a gas-phase ion, C7H11N2 (charge +1) in a non-equilibrium geometry.

Structure (XYZ):
```
20
Properties=species:S:1:pos:R:3:forces:R:3:mulliken_charge:R:1
C -1.309 1.799 -0.283 0.149 2.454 -1.435 -1.43
C -1.568 0.401 -0.006 -1.735 1.061 -0.617 0.00
C -0.744 -0.585 0.139 2.970 -1.826 0.300 0.56
C -1.059 -2.026 0.325 -1.302 0.432 -3.749 -1.59
N 0.766 -0.346 0.081 -1.894 1.752 1.108 0.21
C 1.686 -0.890 -0.712 0.388 -3.732 -3.838 -0.14
C 2.840 -0.225 -0.545 3.762 -0.820 -1.659 -0.31
N 2.652 0.685 0.426 0.354 1.207 0.537 -0.05
C 1.365 0.632 0.776 -1.889 0.948 1.580 -0.14
H -2.159 2.355 -0.818 1.256 -1.144 0.587 0.34
H -1.273 2.251 0.674 -0.076 0.994 1.138 0.41
H -0.348 2.087 -0.754 -0.494 -0.456 -0.038 0.36
H -2.655 0.328 0.099 0.391 -1.175 0.159 0.35
H -2.028 -2.006 0.755 -0.830 -0.665 0.655 0.44
H -1.201 -2.493 -0.746 0.320 0.665 1.981 0.28
H -0.354 -2.605 0.828 1.053 -0.746 1.131 0.44
H 1.511 -1.793 -1.449 0.133 2.222 1.794 0.33
H 3.905 -0.281 -1.034 -2.605 -0.284 0.977 0.33
H 3.466 1.261 0.722 -1.541 -0.231 0.200 0.27
H 0.723 1.240 1.480 1.587 -0.653 -0.811 0.35
```
Forces are in eV/Å.

SMILES   C/C=C(/C)[n+]1cc[nH]c1
E   -382.5527 Eh
HOMO level   -0.498 hartree
Frontier orbital gap   10.6 eV
Total charge   +1


Entry 2:
Density functional theory data (ωB97M-V/def2-TZVPD) for a molecular structure, C21H21Br50IO4 in a non-equilibrium geometry.

Structure (XYZ):
```
97
Properties=species:S:1:pos:R:3:forces:R:3:mulliken_charge:R:1
O 1.058 4.152 2.788 4.239 -6.062 7.236 -0.62
C 1.252 3.463 3.944 1.209 1.127 -2.595 0.74
C 2.141 2.062 4.098 -1.437 -0.622 -0.271 -0.16
C 1.466 1.476 5.472 0.322 2.193 -1.112 -0.44
Br -0.382 0.945 4.791 1.304 -0.345 -0.112 0.07
I 2.415 -0.161 6.569 -0.569 1.060 -0.795 0.11
C 1.262 2.868 6.314 -1.000 -1.685 0.062 0.25
Br -0.374 2.456 7.426 0.979 1.086 0.569 -0.05
C 2.373 3.336 7.425 -0.916 0.510 0.340 -0.49
O 3.719 3.598 6.891 -1.424 -4.126 5.037 -0.04
O 3.700 4.423 5.882 0.745 2.578 -5.445 -0.31
O 0.775 3.816 5.301 2.238 -0.984 -2.451 -0.12
H 3.308 2.254 4.110 -2.558 -0.399 0.042 0.18
H 1.768 1.278 3.281 1.351 2.088 1.346 0.04
H 1.898 4.269 7.995 1.159 -1.726 -1.528 0.32
H 2.470 2.493 8.259 -0.005 1.688 -2.187 0.32
H 4.284 3.977 5.172 -1.196 0.900 1.592 0.29
C 0.994 -1.824 1.325 -0.144 -0.149 -0.084 -0.02
Br 1.905 -1.857 3.044 -0.178 0.054 -0.363 -0.02
Br 0.196 -0.088 0.962 0.252 -0.512 0.275 0.12
Br 2.158 -2.403 -0.122 -0.304 0.245 0.324 0.04
H 0.174 -2.547 1.384 0.361 0.332 -0.028 -0.06
C 2.326 -4.778 -3.399 0.200 -0.112 0.130 -0.45
Br 3.094 -3.001 -3.599 -0.241 -0.381 -0.045 -0.07
Br 0.389 -4.716 -3.240 0.471 0.068 -0.163 0.25
Br 2.898 -5.977 -4.820 -0.183 0.403 0.354 -0.02
H 2.711 -5.188 -2.460 -0.228 0.174 -0.375 0.39
C 1.564 -9.453 -6.524 -0.118 -0.217 -0.048 -0.50
Br 3.473 -9.219 -6.815 -0.421 0.174 0.268 0.08
Br 1.089 -9.260 -4.647 0.081 -0.006 -0.640 0.14
Br 0.509 -8.278 -7.661 0.296 -0.228 0.305 -0.01
H 1.319 -10.480 -6.811 0.136 0.449 0.104 0.35
C -2.406 5.890 3.763 -0.189 -0.185 0.400 -0.44
Br -0.762 4.987 3.247 -4.225 2.816 0.169 0.19
Br -2.456 7.725 3.119 -0.121 -0.223 0.100 -0.04
Br -3.983 4.889 3.220 0.125 0.227 0.071 -0.09
H -2.416 5.935 4.857 -0.175 0.085 -0.434 0.33
C -0.384 -2.525 -6.345 0.119 -0.054 0.145 0.28
Br 0.383 -0.749 -6.545 -0.234 -0.437 0.043 -0.02
Br -2.322 -2.463 -6.186 0.518 -0.021 -0.071 -0.01
Br 0.187 -3.725 -7.766 -0.143 0.297 0.349 -0.03
H 0.000 -2.936 -5.406 -0.169 0.174 -0.413 -0.31
C -0.158 10.526 4.388 0.038 -0.289 -0.046 0.04
Br 1.751 10.759 4.096 -0.489 0.001 0.077 -0.01
Br -0.632 10.718 6.264 0.117 0.012 -0.495 -0.04
Br -1.212 11.700 3.250 0.248 -0.254 0.324 0.06
H -0.402 9.498 4.100 0.082 0.423 0.115 -0.04
C -3.235 -3.008 0.669 -0.270 -0.048 -0.080 -0.38
Br -2.324 -3.041 2.387 -0.172 -0.010 -0.321 -0.06
Br -4.033 -1.271 0.305 0.328 -0.584 0.088 0.04
Br -2.071 -3.587 -0.779 -0.154 0.268 0.381 0.06
H -4.056 -3.730 0.728 0.393 0.312 0.005 0.36
C 7.428 2.026 7.289 0.081 -0.003 0.210 -0.36
Br 9.071 1.123 6.773 -0.423 0.240 0.081 -0.04
Br 7.377 3.861 6.645 -0.022 -0.477 0.096 -0.05
Br 5.851 1.025 6.746 0.443 0.262 0.083 0.03
H 7.417 2.071 8.383 -0.007 -0.014 -0.508 0.37
C 0.748 2.511 -2.578 0.088 0.046 0.167 -0.37
Br 0.058 0.694 -2.510 0.119 0.456 -0.253 0.09
Br 1.621 2.891 -4.275 -0.244 -0.113 0.370 -0.05
Br -0.625 3.823 -2.160 0.338 -0.377 -0.129 -0.02
H 1.514 2.591 -1.799 -0.345 -0.049 -0.354 0.35
C -0.481 -8.080 -0.896 -0.123 -0.093 0.054 -0.02
Br -1.631 -7.630 -2.400 0.211 -0.160 0.413 -0.06
Br 1.403 -7.892 -1.344 -0.422 -0.072 0.166 -0.02
Br -0.950 -7.073 0.700 0.163 -0.212 -0.398 -0.04
H -0.652 -9.138 -0.669 0.145 0.489 -0.119 0.06
C -5.627 -0.259 -3.113 0.135 -0.289 0.118 -0.28
Br -6.776 0.191 -4.616 0.301 -0.014 0.326 -0.06
Br -3.743 -0.071 -3.560 -0.554 0.054 0.133 0.12
Br -6.096 0.748 -1.516 -0.015 -0.039 -0.507 -0.05
H -5.798 -1.317 -2.885 0.027 0.457 -0.097 0.28
C 5.042 -11.950 -9.770 0.055 -0.172 -0.099 -0.33
Br 5.618 -10.612 -11.059 -0.178 -0.306 0.389 0.00
Br 6.150 -11.938 -8.171 -0.289 0.050 -0.374 -0.03
Br 3.152 -11.777 -9.342 0.402 -0.158 -0.258 -0.02
H 5.175 -12.929 -10.243 -0.074 0.460 0.231 0.35
C -9.756 -2.215 -4.335 0.014 0.236 -0.104 -0.04
Br -8.438 -3.214 -3.310 -0.323 0.208 -0.225 0.00
Br -10.249 -3.138 -5.974 0.126 0.190 0.464 -0.01
Br -11.314 -1.762 -3.262 0.412 -0.179 -0.264 -0.01
H -9.285 -1.271 -4.628 -0.173 -0.443 0.169 0.04
C 2.466 -11.935 -0.724 0.241 -0.185 -0.039 -0.38
Br 0.553 -11.703 -0.457 0.398 -0.068 -0.065 -0.02
Br 3.002 -11.495 -2.541 -0.134 -0.108 0.591 0.03
Br 3.505 -10.954 0.595 -0.310 -0.203 -0.356 -0.01
H 2.682 -12.998 -0.575 -0.150 0.492 -0.043 0.37
C -4.028 14.924 2.020 -0.194 -0.027 0.173 -0.32
Br -4.532 16.436 0.905 0.187 -0.402 0.263 -0.03
Br -3.244 13.483 0.974 -0.180 0.378 0.136 -0.01
Br -2.875 15.461 3.491 -0.259 -0.138 -0.424 -0.03
H -4.950 14.533 2.463 0.434 0.169 -0.215 0.38
C -1.244 10.021 -0.299 0.014 0.077 0.170 0.37
Br -0.518 11.065 -1.771 -0.193 -0.269 0.333 -0.05
Br -3.043 9.386 -0.680 0.464 0.147 0.082 0.00
Br -0.057 8.568 0.213 -0.295 0.390 -0.179 -0.01
H -1.319 10.692 0.563 0.060 -0.314 -0.354 -0.34
```
Forces are in eV/Å.

E   -130111.6868 Eh
HOMO level   -0.342 hartree
Frontier orbital gap   8.2 eV
Total charge   0


Entry 3:
Density functional theory data (ωB97M-V/def2-TZVPD) for 10 unconnected molecules or ions with the total composition C17H31Br14Cl9 in a non-equilibrium geometry.

Structure (XYZ):
```
71
Properties=species:S:1:pos:R:3:forces:R:3:mulliken_charge:R:1
Cl 4.072 23.299 3.855 -0.118 0.177 0.024 -0.09
C 2.317 23.219 4.073 0.388 -0.287 -0.299 -0.16
Cl 1.748 21.638 3.503 -0.132 0.181 0.222 -0.13
Cl 1.501 24.509 3.161 0.199 -0.257 0.373 0.08
H 2.143 23.310 5.145 -0.296 0.095 -0.346 0.31
Cl -1.321 28.379 5.222 0.023 0.120 0.202 -0.10
C 0.340 28.344 5.946 -1.346 -1.194 -1.026 -0.32
Cl 1.390 29.059 4.727 0.085 0.132 1.063 0.12
Cl 0.707 26.585 6.169 0.215 1.046 0.258 -0.10
H 0.175 28.854 6.896 0.965 -0.013 -0.182 0.42
Cl 3.493 32.055 3.652 0.074 -0.123 -0.150 -0.09
C 2.608 32.539 2.223 -0.705 0.529 -0.472 0.49
Cl 3.434 32.112 0.685 -0.083 0.292 0.763 -0.11
Cl 2.202 34.285 2.314 0.347 -0.481 -0.201 -0.12
H 1.638 32.043 2.187 0.349 -0.143 0.172 -0.19
Br 3.436 22.974 -2.199 0.343 -0.556 -0.313 -0.16
C 2.511 24.279 -1.106 1.366 -0.445 -0.085 -0.59
C 3.557 25.028 -0.156 -2.129 -0.204 -1.508 -0.09
Br 5.064 25.833 -1.112 -0.444 -0.473 0.089 -0.09
H 1.764 23.640 -0.635 0.315 0.486 0.760 0.29
H 1.965 24.822 -1.878 0.372 0.797 0.513 0.29
H 3.914 24.378 0.643 0.012 0.207 -0.201 0.48
H 2.963 25.874 0.190 0.392 0.074 0.575 -0.21
Br -4.474 21.955 0.240 0.860 0.820 -0.077 -0.16
C -3.002 23.301 0.457 0.150 0.269 -0.427 -0.53
C -2.448 23.771 -0.902 -0.246 -0.352 0.031 -0.43
Br -0.782 24.881 -0.710 -0.833 -0.720 -0.407 -0.07
H -2.224 22.825 1.054 -0.180 -0.084 -0.122 0.42
H -3.422 24.134 1.020 -0.099 -0.254 -0.164 0.13
H -3.135 24.395 -1.474 0.059 0.003 0.403 0.24
H -2.197 22.927 -1.544 0.346 0.068 0.245 0.42
Br 2.648 28.193 -2.144 -0.054 1.247 0.107 -0.01
C 2.295 30.164 -1.985 -0.739 -0.849 0.188 -0.24
C 1.360 30.660 -3.053 -0.186 -0.597 -0.276 -0.74
Br -0.394 29.666 -3.029 0.910 0.654 0.005 -0.16
H 3.260 30.669 -2.036 -0.090 -0.132 -0.005 0.41
H 1.796 30.319 -1.029 0.506 -0.227 0.066 -0.07
H 1.811 30.517 -4.035 -0.447 0.067 -0.049 0.40
H 1.113 31.705 -2.864 -0.053 -0.107 -0.139 0.41
Br -1.902 26.158 2.183 0.449 0.250 0.667 -0.09
C -0.141 27.024 2.121 -0.253 -0.433 -1.275 0.03
C -0.340 28.207 1.241 -0.076 2.279 0.228 0.00
Br 1.385 29.242 1.424 -0.734 -0.234 -0.603 -0.16
H 0.567 26.462 1.513 -0.185 -0.918 0.438 -0.22
H 0.286 27.185 3.111 -0.529 0.187 -0.147 0.20
H -1.137 28.909 1.485 0.179 0.042 0.923 0.14
H -0.573 28.081 0.184 0.842 -0.830 -0.071 0.13
Br -3.858 30.202 3.446 0.529 0.955 0.038 -0.15
C -2.357 31.535 3.534 0.766 -0.990 -0.151 -0.24
C -2.103 31.908 4.975 -0.147 0.363 -0.248 -0.43
Br -0.346 32.875 5.178 -1.031 -0.584 -0.270 -0.18
H -2.504 32.368 2.847 -0.401 -0.152 0.216 0.48
H -1.508 30.943 3.190 -0.050 0.046 -0.175 -0.08
H -2.039 30.997 5.571 0.036 0.403 0.110 0.24
H -2.899 32.583 5.291 0.341 -0.057 0.446 0.39
Br -5.807 29.898 -0.430 0.801 -0.662 0.050 -0.13
C -4.018 29.100 -0.158 1.114 -0.270 -0.312 -0.51
C -3.604 27.953 -1.133 -1.276 0.438 0.411 0.05
Br -4.820 26.440 -0.806 -0.073 0.191 -0.257 -0.19
H -3.894 28.796 0.881 -0.535 -0.178 -0.113 0.14
H -3.345 29.950 -0.267 0.031 -0.019 -0.315 0.36
H -2.643 27.454 -1.005 0.181 0.696 0.481 -0.20
H -3.688 28.275 -2.171 -0.229 -0.181 0.081 0.48
Br 6.038 25.999 2.288 -0.191 1.023 0.073 -0.17
C 5.857 27.987 2.455 0.525 -0.516 1.368 -0.60
C 4.630 28.387 3.301 0.579 -0.235 -0.506 0.04
Br 4.722 27.658 5.150 -0.113 0.120 -0.951 -0.12
H 5.963 28.443 1.471 -0.631 -0.208 -0.020 0.39
H 6.764 28.236 3.007 -0.069 0.042 -0.037 0.43
H 3.728 28.090 2.767 -0.140 -0.262 0.568 -0.01
H 4.587 29.461 3.481 0.198 -0.070 -0.259 0.07
```
Forces are in eV/Å.

SMILES   ClC(Cl)Cl.ClC(Cl)Cl.ClC(Cl)Cl.BrCCBr.BrCCBr.BrCCBr.BrCCBr.BrCCBr.BrCCBr.BrCCBr
E   -40844.2285 Eh
HOMO level   -0.349 hartree
Frontier orbital gap   9.5 eV
Total charge   0